{"formula": "C7H5N5", "method": "ωB97M-V/def2-TZVPD", "elements": ["N", "N", "N", "N", "N", "C", "C", "C", "C", "C", "C", "C", "H", "H", "H", "H", "H"], "xyz": [[-6.5445, -0.3548, 0.0792], [-4.1518, 0.0960, -0.1690], [-2.5311, 0.1322, 0.0974], [1.2459, -0.9477, 0.1025], [-0.1920, 0.8800, 0.0667], [3.6064, -0.6073, 0.0523], [2.1394, 1.2776, 0.0451], [3.4229, 0.7693, 0.0281], [1.0757, 0.3705, 0.0751], [-5.3595, -0.2581, -0.1026], [-1.3160, 0.4364, 0.0335], [2.4798, -1.4139, 0.0944], [4.5946, -1.0390, 0.0384], [4.2699, 1.4379, 0.0039], [2.5587, -2.4943, 0.1165], [-7.2434, -0.6230, -0.5839], [1.9447, 2.3383, 0.0224]], "atomic_forces_ev_per_a": [[-0.892, -0.022, 0.306], [1.834, 1.252, -0.566], [-1.504, -0.899, 0.710], [-0.672, 0.222, 0.002], [-0.316, 0.602, 0.128], [-0.026, 0.053, 0.005], [-0.020, -0.214, -0.028], [-0.088, -0.127, 0.050], [0.982, -0.215, -0.076], [6.692, 0.596, 0.511], [-6.603, -0.946, -0.772], [0.434, -0.140, -0.027], [0.058, -0.064, 0.010], [0.086, 0.055, -0.021], [0.135, -0.028, 0.006], [-0.046, -0.171, -0.254], [-0.056, 0.045, 0.017]], "multiplicity": 1, "e_lumo_ev": -1.30, "e_above_lowest_kj_mol": 600.0, "homo_ev": -8.6}

***

{"formula": "C3H5N3", "method": "ωB97M-V/def2-TZVPD", "elements": ["N", "N", "N", "C", "C", "C", "H", "H", "H", "H", "H"], "xyz": [[0.1922, -0.4239, -0.0731], [1.2375, 0.1668, -0.1366], [-0.2670, -1.4624, -0.6289], [-1.6304, -1.8490, -0.1794], [1.6048, 3.1148, 0.7594], [1.2777, 1.9549, 0.5522], [-1.6727, -1.8171, 0.8865], [1.7091, 4.1468, 0.8738], [-2.3896, -1.2910, -0.6219], [1.7637, 0.3560, -0.9803], [-1.8252, -2.8960, -0.4518]], "atomic_forces_ev_per_a": [[-5.621, -2.253, 1.126], [3.634, 4.725, 0.716], [1.271, 0.816, -0.419], [1.864, -1.273, 0.378], [-0.955, -2.885, -0.635], [0.485, -1.756, -1.107], [-0.239, 0.317, 0.837], [0.226, 0.851, 0.274], [-1.157, 1.341, -0.743], [0.042, -0.187, -0.280], [0.451, 0.304, -0.146]], "multiplicity": 1, "e_lumo_ev": [-0.51, -0.51], "e_above_lowest_kj_mol": 756.9, "homo_ev": [-9.0, -9.0]}

***

| no. | maximum force (eV/Å) |
| --- | --- |
| 1 | 6.74 |
| 2 | 6.16 |